64
Properties=species:S:1:pos:R:3:forces:R:3 method="wB97M-V/def2-TZVPD" smiles="CCN(C(=O)COC(=O)c1cc(S(=O)(=O)N2CCc3ccccc32)ccc1OC)[C@@H]1CCS(=O)(=O)C1" homo_ev=-8.7 lumo_ev=0.4 e_above_lowest_kcal_mol=6.1 energy_ha=-2439.149059
C -3.188545 -2.305275 -2.836430 0.22 0.07 0.20
H -2.500153 -2.751536 -3.548828 0.04 -0.10 -0.13
H -3.805681 -3.095894 -2.416685 -0.08 -0.09 0.02
H -3.838666 -1.611680 -3.364806 -0.05 0.06 -0.07
C -2.402242 -1.579286 -1.743159 -0.16 -0.09 -0.44
N -3.304446 -0.953612 -0.784502 0.18 -0.31 0.12
C -3.801666 0.291287 -0.977641 0.08 0.32 -0.58
O -4.814487 0.719251 -0.463651 -0.20 0.26 0.01
C -3.019347 1.213974 -1.932488 -0.35 0.30 0.17
H -3.097485 0.889220 -2.973387 0.04 0.00 0.11
H -3.451220 2.214255 -1.823890 0.03 -0.29 -0.06
O -1.645070 1.242549 -1.579691 0.12 -0.24 -0.26
C -1.229903 2.241825 -0.763658 0.03 0.44 0.02
O -1.826177 3.270451 -0.620223 -0.02 -0.13 -0.01
C 0.035072 1.853097 -0.090828 0.22 0.04 0.15
C 0.319644 0.501727 0.029828 -0.04 0.25 -0.11
C 1.354542 0.061621 0.821648 -0.02 -0.83 0.02
C 2.149203 0.961444 1.506389 0.03 0.11 0.08
C 1.903634 2.315474 1.376504 0.03 0.17 0.06
C 0.847285 2.787192 0.586143 -0.09 -0.36 -0.22
O 0.560595 4.081536 0.408928 -0.10 -0.19 -0.07
C 1.265050 5.061050 1.139123 0.17 0.19 0.12
H 1.165730 4.905304 2.216761 0.00 -0.02 -0.04
H 0.802865 6.008478 0.867774 0.07 -0.06 0.05
H 2.324871 5.082375 0.865393 -0.05 -0.02 0.02
H 2.527680 3.009121 1.916526 0.04 0.07 0.02
H 2.940817 0.599853 2.143028 0.12 0.05 0.10
S 1.635021 -1.697338 0.877915 0.03 0.03 -0.29
O 2.122151 -2.109216 2.154333 0.26 0.31 0.09
O 0.474347 -2.360234 0.341584 0.20 0.18 -0.23
N 2.874004 -1.930831 -0.241364 -0.92 -0.35 0.85
C 4.055197 -1.226515 0.042205 0.92 0.51 0.01
C 4.840435 -1.347643 1.171737 0.05 -0.03 -0.01
C 5.976972 -0.554156 1.257220 -0.03 -0.02 0.09
C 6.311418 0.328937 0.244053 0.06 0.12 -0.06
C 5.511593 0.446265 -0.886659 0.03 -0.04 0.07
C 4.382606 -0.336999 -0.982102 -0.17 -0.26 0.14
C 3.332049 -0.406400 -2.054155 -0.06 0.08 0.01
H 3.758891 -0.522497 -3.049644 -0.05 0.01 -0.01
H 2.720952 0.500708 -2.046198 0.00 -0.01 -0.04
C 2.524300 -1.647568 -1.633254 -0.22 -0.08 -0.69
H 1.446478 -1.517107 -1.710879 0.04 -0.04 -0.18
H 2.813482 -2.519450 -2.228029 -0.09 0.11 0.02
H 5.769589 1.138346 -1.674349 0.04 0.07 -0.08
H 7.202510 0.932061 0.330901 0.09 0.05 0.02
H 6.610274 -0.631348 2.128095 0.06 -0.01 0.08
H 4.559380 -2.027847 1.958286 0.04 -0.09 0.08
H -0.305564 -0.222766 -0.459154 -0.14 0.00 -0.06
C -3.670721 -1.836968 0.324048 -0.37 -0.35 -0.16
C -2.518339 -1.918807 1.317735 -0.21 0.74 0.16
H -2.678219 -2.694420 2.060369 -0.05 -0.08 0.12
H -1.524139 -2.012451 0.891735 0.01 0.11 0.04
S -2.697293 -0.322458 2.165691 -0.03 -0.28 0.73
O -2.154939 0.723627 1.339484 -0.27 0.09 -0.28
O -2.217246 -0.386226 3.519167 -0.07 -0.25 0.18
C -4.521065 -0.295709 2.119382 0.61 -0.03 -0.02
C -4.893082 -1.420772 1.165555 -0.39 -0.14 -0.36
H -5.715969 -1.122041 0.518935 0.03 -0.09 0.14
H -5.197059 -2.304509 1.731000 0.08 -0.01 -0.02
H -4.824897 0.675577 1.743627 0.08 0.05 0.01
H -4.875276 -0.450228 3.132237 0.07 -0.02 0.12
H -3.878429 -2.821994 -0.113073 0.07 0.11 0.14
H -1.762478 -0.826353 -2.196568 0.06 -0.11 0.10
H -1.758831 -2.288502 -1.218065 0.04 0.12 0.01